<one>
Molecular formula: C8H11F2N
Method: DFT, ωB97M-V/def2-TZVPD

```
22
C8H11F2N (ωB97M-V/def2-TZVPD)
C 1.70 0.10 -2.45
N 0.77 0.61 -1.53
C 0.98 2.09 -1.27
C -0.13 -0.04 -0.73
C -1.05 0.60 0.07
C -1.98 0.04 0.90
C -2.04 -1.05 1.72
C -0.89 -1.88 1.93
C 0.20 -1.57 2.65
F 1.12 -2.45 3.21
F 0.54 -0.32 3.04
H 1.48 -0.87 -2.80
H 1.66 0.80 -3.30
H 2.74 0.00 -2.12
H 0.76 2.23 -0.17
H 2.10 2.32 -1.37
H 0.16 2.40 -1.93
H -0.04 -1.12 -1.01
H -1.25 1.62 -0.18
H -2.82 0.66 0.99
H -2.88 -1.26 2.26
H -1.13 -2.91 2.10
```

Values from the calculation:
Gap between HOMO and LUMO in eV: 7.65
SMILES: CN(C)/C=C/C=C\C=C(F)F
Spin multiplicity: 1

<two>
Molecular formula: C8H11F2N
Method: DFT, ωB97M-V/def2-TZVPD

```
22
C8H11F2N (ωB97M-V/def2-TZVPD)
C -1.99 0.56 2.65
C -2.52 0.09 1.34
F -3.32 1.09 0.80
C -1.49 -0.29 0.24
C -0.73 -1.58 0.50
C 0.28 -1.88 -0.27
N 1.17 -2.19 -1.03
H -1.60 -0.32 3.26
H -1.27 1.38 2.35
H -2.77 1.05 3.27
H -3.19 -0.75 1.46
H -2.03 -0.27 -0.73
H -0.80 0.60 0.26
H -0.93 -2.12 1.42
H 2.05 -1.71 -0.79
C 2.31 1.60 -2.73
C 3.05 0.74 -1.75
C 3.56 -0.19 -1.15
F 4.10 -1.01 -0.26
H 1.23 1.19 -2.50
H 2.55 1.41 -3.75
H 2.34 2.61 -2.59
```

Values from the calculation:
Gap between HOMO and LUMO in eV: 9.46
SMILES: C[C@@H](F)CC=C=N.CC#CF
Spin multiplicity: 1

<one> ends up most stable, edging out the next structure by 0.0336 hartree.

<one>
Molecular formula: C22H26N2O4
Method: DFT, ωB97M-V/def2-TZVPD

```
54
C22H26N2O4 (ωB97M-V/def2-TZVPD)
C -5.40 -1.09 -2.42
C -6.08 -0.35 -1.27
O -5.40 0.85 -0.93
C -4.16 0.86 -0.39
C -3.50 2.09 -0.50
C -2.24 2.30 0.01
C -1.58 1.26 0.65
C -0.23 1.37 1.25
O 0.16 0.61 2.13
N 0.57 2.33 0.73
C 1.89 2.63 1.25
C 2.99 2.47 0.20
O 3.64 3.43 -0.16
N 3.21 1.24 -0.31
C 4.26 1.14 -1.31
C 4.19 -0.18 -2.08
C 4.23 -1.30 -1.08
C 5.07 -2.40 -1.18
C 5.06 -3.37 -0.20
C 4.22 -3.24 0.90
C 3.39 -2.14 1.01
C 3.40 -1.17 0.02
C 2.50 0.03 0.06
C -2.23 0.03 0.79
C -3.50 -0.19 0.29
O -4.16 -1.38 0.43
C -3.51 -2.46 1.08
C -4.47 -3.64 1.06
H -6.02 -1.93 -2.72
H -5.28 -0.43 -3.27
H -4.43 -1.46 -2.11
H -6.18 -1.00 -0.40
H -7.07 0.00 -1.58
H -4.04 2.88 -1.00
H -1.80 3.28 -0.07
H 0.23 2.91 -0.02
H 1.93 3.67 1.58
H 2.06 1.98 2.11
H 5.23 1.22 -0.81
H 4.17 1.99 -1.99
H 3.25 -0.23 -2.64
H 5.02 -0.24 -2.78
H 5.73 -2.50 -2.04
H 5.71 -4.23 -0.28
H 4.22 -4.00 1.67
H 2.74 -2.03 1.86
H 2.07 0.13 1.06
H 1.66 -0.13 -0.64
H -1.70 -0.74 1.32
H -2.58 -2.71 0.55
H -3.27 -2.18 2.12
H -4.72 -3.90 0.04
H -4.01 -4.49 1.55
H -5.39 -3.38 1.59
```

Values from the calculation:
Gap between HOMO and LUMO in eV: 9.03
SMILES: CCOc1ccc(C(=O)NCC(=O)N2CCc3ccccc3C2)cc1OCC
Spin multiplicity: 1

<two>
Molecular formula: C22H26N2O4
Method: DFT, ωB97M-V/def2-TZVPD

```
54
C22H26N2O4 (ωB97M-V/def2-TZVPD)
C 3.87 3.65 -4.87
O 2.69 2.96 -5.21
C 1.79 2.69 -4.23
C 1.93 3.02 -2.90
C 0.94 2.71 -1.98
C -0.20 2.03 -2.38
C -1.28 1.76 -1.39
O -1.72 2.64 -0.67
N -1.77 0.50 -1.36
C -1.09 -0.67 -1.88
C -0.99 -1.76 -0.80
C -0.90 -1.10 0.58
C -0.62 -2.14 1.66
O -0.73 -3.33 1.47
N -0.27 -1.57 2.85
C 0.00 -2.18 4.08
C -0.01 -3.55 4.26
C 0.27 -4.07 5.51
C 0.56 -3.24 6.58
C 0.58 -1.86 6.41
C 0.90 -0.96 7.56
C 0.30 -1.34 5.15
C -2.22 -0.38 0.89
C -2.82 0.19 -0.41
C -0.36 1.70 -3.73
C 0.61 2.03 -4.66
O 0.54 1.76 -5.99
C -0.61 1.13 -6.48
H 4.42 3.76 -5.80
H 4.47 3.08 -4.15
H 3.65 4.64 -4.45
H 2.82 3.53 -2.55
H 1.06 2.98 -0.94
H -0.09 -0.38 -2.21
H -1.64 -1.06 -2.75
H -1.86 -2.41 -0.81
H -0.12 -2.38 -0.98
H -0.08 -0.37 0.56
H -0.22 -0.56 2.86
H -0.24 -4.20 3.43
H 0.26 -5.14 5.66
H 0.78 -3.66 7.55
H 1.89 -1.18 7.95
H 0.19 -1.12 8.37
H 0.86 0.09 7.27
H 0.31 -0.27 5.00
H -2.93 -1.08 1.34
H -2.05 0.44 1.59
H -3.37 1.10 -0.21
H -3.49 -0.54 -0.88
H -1.27 1.21 -4.03
H -1.51 1.72 -6.30
H -0.74 0.13 -6.05
H -0.46 1.03 -7.55
```

Values from the calculation:
Gap between HOMO and LUMO in eV: 8.86
SMILES: COc1ccc(C(=O)N2CCC(C(=O)Nc3cccc(C)c3)CC2)cc1OC
Spin multiplicity: 1

<one> ends up most stable, edging out the next structure by 0.0084 hartree.

<one>
Molecular formula: C24H72N6O9
Method: DFT, ωB97M-V/def2-TZVPD

```
111
C24H72N6O9 (ωB97M-V/def2-TZVPD)
C 0.43 -1.35 -3.18
O -0.17 -2.52 -3.71
C -0.58 -2.41 -5.07
C -1.26 -3.73 -5.48
C -1.44 -3.71 -7.01
N -2.59 -3.92 -4.92
H -0.21 -0.46 -3.24
H 1.41 -1.17 -3.62
H 0.65 -1.53 -2.13
H -1.27 -1.56 -5.09
H 0.33 -2.32 -5.67
H -0.67 -4.59 -5.15
H -2.10 -2.89 -7.30
H -1.73 -4.66 -7.45
H -0.43 -3.69 -7.45
H -3.24 -3.24 -5.29
H -2.66 -3.81 -3.90
C 3.33 -0.36 -0.90
O 4.44 0.06 -1.65
C 5.63 0.00 -0.89
C 6.82 0.02 -1.78
C 6.83 -1.07 -2.82
N 8.07 0.01 -0.99
H 3.19 0.24 0.01
H 3.51 -1.39 -0.56
H 2.39 -0.34 -1.44
H 5.70 0.83 -0.18
H 5.67 -0.98 -0.39
H 6.84 0.95 -2.36
H 7.61 -0.97 -3.57
H 5.87 -0.97 -3.33
H 6.85 -2.05 -2.35
H 8.15 0.89 -0.50
H 8.81 -0.01 -1.68
C -5.32 -1.91 1.69
O -4.13 -1.68 0.94
C -3.79 -2.76 0.08
C -2.84 -2.24 -1.01
C -3.39 -1.03 -1.74
N -2.64 -3.31 -1.98
H -5.23 -2.79 2.32
H -6.24 -1.81 1.13
H -5.28 -1.13 2.46
H -3.45 -3.65 0.62
H -4.69 -3.08 -0.46
H -1.90 -1.95 -0.53
H -3.82 -0.33 -1.02
H -4.09 -1.27 -2.54
H -2.59 -0.49 -2.24
H -2.36 -4.17 -1.51
H -1.86 -3.04 -2.57
C -0.15 -2.24 4.97
O -1.56 -2.29 4.89
C -2.08 -1.89 3.63
C -1.87 -0.39 3.38
C -2.76 0.44 4.29
N -2.13 -0.09 1.99
H 0.29 -1.27 4.77
H 0.26 -2.94 4.22
H 0.30 -2.69 5.86
H -1.65 -2.50 2.82
H -3.13 -2.15 3.66
H -0.84 -0.14 3.63
H -2.49 1.49 4.22
H -2.58 0.13 5.33
H -3.81 0.25 4.06
H -2.98 -0.57 1.66
H -2.39 0.87 1.81
C -4.76 2.82 1.88
O -3.45 2.57 1.45
C -3.20 3.01 0.14
C -1.73 3.25 -0.04
C -1.14 4.29 0.91
N -1.33 3.56 -1.41
H -5.13 3.86 1.85
H -4.87 2.56 2.93
H -5.45 2.25 1.25
H -3.48 2.23 -0.59
H -3.74 3.90 -0.21
H -1.12 2.36 0.15
H -1.48 4.10 1.93
H -1.53 5.30 0.72
H -0.06 4.27 0.87
H -1.56 4.51 -1.70
H -1.78 3.05 -2.16
C 3.18 4.21 0.33
O 3.04 3.90 1.69
C 2.37 2.68 2.00
C 2.22 2.60 3.48
C 3.49 2.51 4.30
N 1.43 1.37 3.76
H 2.25 4.46 -0.19
H 3.57 3.33 -0.22
H 3.93 4.99 0.18
H 1.49 2.55 1.37
H 3.04 1.85 1.69
H 1.57 3.43 3.80
H 4.17 1.70 4.02
H 3.20 2.41 5.34
H 4.14 3.38 4.18
H 0.64 1.32 3.14
H 1.14 1.44 4.73
O 1.82 -2.14 0.72
H 1.75 -3.06 0.99
H 2.00 -1.66 1.54
O 0.58 0.38 0.35
H 1.05 -0.46 0.50
H -0.33 0.20 0.65
O 1.33 2.02 -1.59
H 1.17 1.52 -0.77
H 0.54 2.57 -1.70
```

Values from the calculation:
Gap between HOMO and LUMO in eV: 9.08
SMILES: COC[C@H](C)N.COC[C@H](C)N.COC[C@H](C)N.COC[C@H](C)N.COC[C@H](C)N.COC[C@H](C)N.O.O.O
Spin multiplicity: 1

<two>
Molecular formula: C24H72N6O9
Method: DFT, ωB97M-V/def2-TZVPD

```
111
C24H72N6O9 (ωB97M-V/def2-TZVPD)
C -2.52 3.94 6.13
O -3.14 3.76 4.87
C -2.61 4.72 3.90
C -3.01 4.28 2.50
C -2.33 2.95 2.03
N -2.68 5.34 1.51
H -3.15 3.52 6.91
H -2.45 4.99 6.43
H -1.48 3.50 6.04
H -2.91 5.72 4.12
H -1.50 4.71 3.92
H -4.04 4.13 2.45
H -2.55 2.84 1.00
H -2.81 2.14 2.58
H -1.23 3.01 2.12
H -3.17 6.19 1.61
H -1.68 5.52 1.38
C -5.02 -1.14 3.53
O -4.03 -1.08 4.51
C -3.04 -0.03 4.41
C -1.87 -0.53 5.18
C -0.91 0.66 5.41
N -1.21 -1.61 4.51
H -5.37 -2.14 3.52
H -4.59 -0.93 2.53
H -5.89 -0.49 3.62
H -2.63 0.17 3.42
H -3.48 0.83 4.87
H -2.09 -0.92 6.16
H -1.63 1.36 5.81
H -0.45 1.08 4.52
H 0.00 0.46 6.01
H -1.91 -2.28 4.38
H -0.70 -1.33 3.68
C 2.53 -6.03 -4.22
O 2.56 -4.62 -4.49
C 2.26 -4.23 -5.86
C 1.95 -2.79 -5.97
C 1.79 -2.46 -7.45
N 2.96 -2.01 -5.31
H 3.00 -6.28 -3.25
H 3.05 -6.60 -4.99
H 1.56 -6.41 -4.27
H 3.19 -4.33 -6.42
H 1.48 -4.89 -6.25
H 1.00 -2.62 -5.48
H 1.26 -3.27 -8.00
H 2.78 -2.17 -7.88
H 1.14 -1.61 -7.61
H 2.59 -1.82 -4.37
H 3.29 -1.17 -5.82
C 0.44 -2.76 -2.51
O 0.08 -2.33 -1.17
C 0.52 -0.99 -1.01
C 0.37 -0.50 0.41
C -1.09 -0.41 0.82
N 0.90 0.84 0.55
H 0.04 -3.78 -2.72
H 1.64 -2.79 -2.64
H 0.09 -2.06 -3.30
H 1.57 -0.99 -1.19
H 0.01 -0.39 -1.74
H 0.86 -1.31 1.00
H -1.14 0.05 1.85
H -1.63 -1.40 0.83
H -1.53 0.30 0.07
H 1.93 0.83 0.73
H 0.66 1.44 -0.22
C -0.06 2.31 -4.85
O -1.25 2.71 -4.14
C -2.01 1.58 -3.68
C -3.06 1.85 -2.66
C -3.87 0.62 -2.38
N -3.97 2.79 -3.22
H 0.52 1.62 -4.26
H 0.53 3.16 -5.09
H -0.44 1.86 -5.79
H -2.47 1.14 -4.64
H -1.35 0.80 -3.31
H -2.63 2.13 -1.67
H -4.29 0.30 -3.32
H -4.64 0.84 -1.58
H -3.27 -0.12 -1.87
H -3.59 3.68 -3.50
H -4.78 2.90 -2.66
C 2.69 -0.30 4.19
O 2.95 -1.22 3.12
C 4.21 -0.98 2.46
C 4.49 -2.08 1.46
C 5.80 -1.73 0.71
N 3.41 -2.02 0.45
H 2.36 0.61 3.71
H 3.61 -0.04 4.83
H 1.90 -0.67 4.78
H 4.06 -0.11 1.84
H 5.11 -1.05 3.12
H 4.50 -3.02 2.03
H 5.79 -0.69 0.38
H 5.96 -2.38 -0.14
H 6.70 -1.83 1.35
H 2.65 -2.47 0.89
H 3.68 -2.50 -0.43
O 1.59 2.61 3.14
H 0.86 2.96 3.69
H 1.09 2.30 2.37
O 4.45 -3.33 -2.48
H 4.09 -3.79 -3.29
H 5.07 -2.80 -2.95
O -0.12 3.24 -1.20
H -0.85 3.51 -1.85
H 0.55 3.89 -1.29
```

Values from the calculation:
Gap between HOMO and LUMO in eV: 9.17
SMILES: COC[C@H](C)N.COC[C@H](C)N.COC[C@H](C)N.COC[C@H](C)N.COC[C@H](C)N.COC[C@H](C)N.O.O.O
Spin multiplicity: 1

<one> ends up most stable, edging out the next structure by 0.0534 hartree.